ORCA calculation (ωB97M-V/def2-TZVPD) on a cluster of 9 separate species, C43H69BO23 in total in a non-equilibrium geometry.

Output
Total charge ... 0
Structure (SMILES) ... COB(O)[C@@]1(OC[C@H](C)O)OC(=O)O[C@@H]1CC(C)C.O=C1CCCO1.O=C1CCCO1.O=C1CCCO1.O=C1CCCO1.O=C1CCCO1.O=C1CCCO1.O=C1CCCO1.O=C1CCCO1
LUMO ... 0.193 eV
E_tot ... -93479.1063 eV
Gap between HOMO and LUMO ... 9.75 eV

Last column: Mulliken charge in e.
Atoms and positions in Å:
C 1.45201 -3.13390 2.44907  -0.1853
O 2.55792 -2.97279 1.51073  -0.6109
B 2.24421 -3.67801 0.27381  0.8294
O 2.03290 -5.10073 0.42008  -0.6230
C 2.11157 -2.80346 -1.08479  0.2128
O 2.48435 -3.31119 -2.35901  -0.0721
C 1.92713 -4.59943 -2.67762  -0.6888
C 0.33196 -4.69391 -2.64372  0.6849
C -0.24814 -6.04984 -3.31425  -1.1685
O -0.18127 -3.59935 -3.48620  -0.5882
O 0.81493 -2.14271 -0.90079  -0.3940
C 0.87930 -0.89869 -0.16525  0.6756
O -0.07325 -0.37042 0.42474  -0.8652
O 2.23192 -0.41712 -0.30970  -0.3600
C 3.00512 -1.43980 -1.01708  0.0563
C 3.87650 -1.01469 -2.28721  -1.2897
C 3.07563 -0.43253 -3.54752  0.6665
C 1.49370 -0.29479 -3.37429  -0.5435
C 3.32662 -1.42826 -4.81008  -1.3628
H 1.62216 -2.55741 3.42462  0.2606
H 0.50373 -2.76491 1.89634  0.0996
H 1.26223 -4.22593 2.71863  -0.0132
H 1.07051 -5.28931 0.45663  0.2632
H 2.38615 -5.47587 -2.07657  0.1688
H 2.23338 -4.82154 -3.77155  0.5012
H -0.06469 -4.50622 -1.58914  0.1125
H -1.26883 -5.84130 -3.77767  0.3181
H -0.29532 -6.83467 -2.47951  0.2655
H 0.52068 -6.38214 -4.09137  0.2872
H -0.73806 -3.02156 -2.91909  0.3579
H 3.83709 -1.63862 -0.23493  0.4294
H 4.58820 -1.85971 -2.61976  0.3511
H 4.58186 -0.17140 -1.92418  0.3627
H 3.52011 0.57893 -3.87149  0.4453
H 1.25104 0.42322 -2.52125  -0.0747
H 0.93378 -1.29027 -3.32575  -0.1050
H 1.10691 0.22592 -4.33160  0.5251
H 2.57187 -2.28614 -4.85842  0.1315
H 4.39448 -1.86778 -4.78802  0.3948
H 3.27123 -0.79479 -5.77584  0.3500
O -5.92085 0.01485 1.99626  -0.6207
C -4.76088 0.05559 2.32013  0.4957
O -3.74801 -0.48390 1.58962  -0.3246
C -2.51738 -0.35347 2.31406  0.2186
C -2.74668 0.78149 3.28421  -0.1163
C -4.22347 0.65692 3.59094  -0.5829
H -2.30963 -1.30056 2.82288  0.0851
H -1.70289 -0.13953 1.62035  -0.0061
H -2.10909 0.72747 4.16775  0.4304
H -2.55522 1.73644 2.78892  0.0350
H -4.41125 -0.03199 4.41824  0.2742
H -4.67662 1.62845 3.78797  0.2910
O -2.34115 3.89100 3.62324  -0.5775
C -1.21164 3.90383 4.04029  0.5497
O -0.62224 2.85381 4.67458  -0.3033
C 0.67725 3.24409 5.13297  -0.4571
C 1.06780 4.41959 4.26791  -0.4714
C -0.26779 5.07422 3.98439  -0.4192
H 0.60768 3.51167 6.19164  0.2611
H 1.37091 2.40851 5.02473  0.3217
H 1.79000 5.08413 4.74507  0.3257
H 1.50690 4.06126 3.33152  0.2515
H -0.54332 5.79138 4.76118  0.2675
H -0.28443 5.54520 3.00185  0.2782
O 2.02620 3.50509 -4.35682  -0.6201
C 0.98290 3.51085 -3.75562  0.4526
O 0.22102 2.40281 -3.54454  -0.2743
C -0.99861 2.78198 -2.89585  -0.4124
C -0.70135 4.10623 -2.23208  -0.5889
C 0.30965 4.72456 -3.17431  0.0409
H -1.78522 2.86300 -3.65218  0.2681
H -1.28252 2.01640 -2.17128  0.2929
H -1.59059 4.71984 -2.07814  0.3945
H -0.23644 3.93562 -1.25579  0.2347
H -0.17247 5.28437 -3.97880  -0.2157
H 1.02338 5.35270 -2.64221  0.3567
O 0.01884 -5.13457 4.39707  -0.5792
C 0.79416 -5.84967 4.98638  0.5151
O 2.13401 -5.86409 4.76147  -0.2909
C 2.73698 -6.90083 5.54857  -0.5310
C 1.76622 -7.15778 6.67522  -0.1233
C 0.42873 -6.87256 6.02621  -0.3895
H 2.88119 -7.78073 4.91454  0.3058
H 3.70863 -6.56677 5.91485  0.2428
H 1.84643 -8.16335 7.09118  0.4384
H 1.93961 -6.44535 7.48260  0.0153
H 0.01982 -7.75595 5.52892  0.1488
H -0.28681 -6.46735 6.74153  0.3210
O 4.92344 -6.95069 8.34012  -0.5690
C 4.63441 -5.81398 8.60948  0.4101
O 3.49206 -5.20112 8.19267  -0.2481
C 3.51679 -3.82630 8.59605  -0.5049
C 4.48649 -3.76890 9.75366  -0.5468
C 5.48097 -4.85509 9.40120  -0.4135
H 3.84589 -3.21978 7.74712  0.2808
H 2.51340 -3.51108 8.88757  0.3448
H 4.93968 -2.78527 9.88700  0.3340
H 3.97078 -4.03122 10.68281  0.2726
H 6.28512 -4.48001 8.76380  0.2629
H 5.88692 -5.33354 10.29210  0.2834
O 0.66777 8.19319 -4.70170  -0.5988
C -0.10712 8.06933 -5.61588  0.5233
O -1.16839 8.89208 -5.83036  -0.3470
C -1.94015 8.39628 -6.93339  0.2141
C -0.98912 7.53036 -7.72547  -0.5614
C -0.07924 6.97525 -6.64962  -0.2696
H -2.78847 7.82920 -6.53885  0.2077
H -2.31688 9.22967 -7.52120  -0.2214
H -1.49445 6.76198 -8.31254  0.3461
H -0.40706 8.15183 -8.41345  0.3046
H -0.48039 6.05894 -6.20981  0.0924
H 0.93201 6.81308 -7.02192  0.3583
O -2.89388 -8.65185 5.54749  -0.5956
C -2.90300 -8.16789 4.44510  0.5547
O -2.20568 -8.66450 3.38679  -0.3804
C -2.35496 -7.78589 2.26558  -0.1417
C -3.62360 -7.01032 2.53355  -0.5226
C -3.63537 -6.91628 4.04453  -0.3174
H -1.47501 -7.13755 2.21118  0.0418
H -2.41996 -8.37136 1.34664  0.3203
H -3.64938 -6.04086 2.03313  0.3309
H -4.48987 -7.58755 2.19496  0.2687
H -3.07797 -6.04725 4.40273  0.1632
H -4.65115 -6.91261 4.43920  0.3089
O -3.92485 9.33575 -8.84993  -0.6023
C -4.10060 10.44116 -9.29636  0.5231
O -3.95318 10.76303 -10.60912  -0.3479
C -4.12944 12.17485 -10.77512  -0.4129
C -4.93157 12.61923 -9.57441  -0.5011
C -4.46332 11.66351 -8.49765  -0.4141
H -3.14333 12.64706 -10.81453  0.2713
H -4.65288 12.37176 -11.71217  0.2985
H -4.78362 13.67071 -9.32290  0.3195
H -5.99858 12.46480 -9.76332  0.2662
H -3.57119 12.03202 -7.98529  0.2796
H -5.25542 11.44409 -7.78214  0.3212